Density functional theory data (wB97M-V/def2-TZVPD) for C62H45N5O6SSbSeTi as an isolated structure at a distorted geometry.

**Gap between HOMO and LUMO (alpha / beta)**: 5.04 / 5.40 eV
**Lowest unoccupied orbital energy (alpha / beta)**: 1.674 / 0.327 eV
**HOMO energy (alpha / beta)**: -3.365 / -5.071 eV

The geometry in ORCA input format:
```
! RIJCOSX wB97M-V def2-TZVPD def2/J DEFGRID3
* xyz -1 3
Sb -1.26 -1.67 1.35
Se 1.73 -1.09 1.36
Ti 0.76 0.97 -1.14
S -1.34 0.13 -0.24
O 0.47 -0.38 2.30
O 0.57 1.91 1.09
O 2.13 -0.10 -3.62
O 0.69 -1.99 0.33
O 2.40 -2.18 2.32
O 1.81 -0.34 -1.22
N 1.27 -1.07 -3.50
N -0.26 0.56 -2.95
N 2.63 1.93 -0.60
N 2.86 -1.09 -1.42
N -0.04 2.78 -1.54
C -3.51 1.50 3.42
C -2.83 0.03 5.18
C -3.00 -2.61 0.45
C 4.69 -2.23 -0.96
C 3.97 -1.06 -0.64
C 1.71 4.24 -0.62
C 3.73 1.39 -0.01
C 1.99 5.61 -0.15
C 3.99 -2.92 -1.94
C -0.64 4.95 -1.12
C 1.65 -2.27 -3.04
C -2.28 -0.84 4.24
C 4.92 -0.11 1.48
C 3.98 3.62 0.16
C -0.22 -5.86 1.86
C -2.32 -0.53 2.89
C -0.04 -0.61 -3.59
C -6.31 2.92 -2.66
C 4.34 0.47 2.62
C -4.26 2.60 -1.46
C -0.48 -3.39 -2.41
C 2.50 8.18 0.80
C -2.15 2.01 -2.57
C -0.63 -4.61 1.43
C -2.95 0.64 2.49
C 0.22 -4.95 4.03
C -4.87 -4.08 0.80
C -5.44 -3.63 -0.37
C 6.12 -0.80 1.64
C -1.35 2.96 -1.89
C -5.66 2.60 -3.85
C -4.30 2.30 -3.84
C 6.71 -0.91 2.89
C 4.93 0.37 3.86
C 4.58 2.43 0.46
C -5.60 2.91 -1.47
C 2.10 5.85 1.22
C -1.19 -1.07 -4.23
C -3.58 -2.16 -0.72
C -0.62 -3.52 2.29
C -1.58 0.87 -3.15
C 2.40 7.95 -0.56
C 2.14 6.68 -1.03
C -0.16 -3.69 3.59
C -0.83 -5.73 -2.83
C -3.58 2.30 -2.65
C -1.74 4.31 -1.61
C -3.44 1.20 4.77
C 4.18 0.04 0.22
C 2.35 7.13 1.69
C 0.45 -5.81 -3.37
C 1.24 -4.68 -3.46
C 0.78 -3.45 -3.00
C 0.42 3.99 -1.09
C 6.13 -0.32 4.00
C -1.28 -4.52 -2.34
C -3.65 -3.56 1.21
C -2.17 -0.14 -3.95
C -4.80 -2.67 -1.13
C 2.83 -2.20 -2.22
C 2.73 3.29 -0.43
C 0.18 -6.04 3.17
H 7.64 -1.45 3.00
H -0.05 -2.84 4.25
H 0.47 -7.02 3.52
H -7.36 3.17 -2.67
H -6.40 -4.02 -0.69
H -0.83 -2.46 -1.97
H 0.55 -5.09 5.05
H -0.57 5.97 -0.80
H 2.05 6.50 -2.10
H -0.94 -4.46 0.40
H 2.42 7.30 2.75
H -3.20 -0.17 -4.27
H -0.22 -6.69 1.16
H 5.54 2.29 0.93
H -1.45 -6.61 -2.79
H 4.35 4.60 0.36
H 4.30 -3.83 -2.42
H -6.10 3.14 -0.54
H -2.99 0.87 1.43
H 2.52 8.77 -1.25
H -1.28 -1.96 -4.84
H 5.64 -2.51 -0.55
H 4.46 0.83 4.71
H -3.70 2.57 -0.54
H -2.72 4.73 -1.78
H -2.77 -0.21 6.23
H 0.54 1.07 1.65
H 2.23 -4.75 -3.89
H 0.83 -6.76 -3.73
H 2.71 9.17 1.17
H -2.26 -4.44 -1.89
H -3.99 2.41 3.09
H 6.62 -1.22 0.79
H 3.40 1.01 2.51
H -5.37 -4.82 1.40
H -3.80 2.09 -4.78
H -3.20 -3.89 2.13
H -3.84 1.89 5.50
H 6.60 -0.39 4.97
H 1.97 5.03 1.90
H -6.21 2.61 -4.78
H -1.81 -1.76 4.57
H -3.08 -1.39 -1.30
H -5.25 -2.30 -2.05
H -0.34 2.26 1.15
*
```

Atomic partial charges in e from the Löwdin method, atoms 1 to 8:
1. Sb 1.406
2. Se 0.994
3. Ti 0.976
4. S 0.462
5. O -0.650
6. O -0.150
7. O -0.052
8. O -0.654

---

Density functional theory data (wB97M-V/def2-TZVPD) for C62H56NO9P3RbSSi as an isolated structure at a distorted geometry.

**Gap between HOMO and LUMO**: 5.63 eV
**Lowest unoccupied orbital energy**: 2.098 eV
**HOMO energy**: -3.531 eV

The geometry in ORCA input format:
```
! RIJCOSX wB97M-V def2-TZVPD def2/J DEFGRID3
* xyz -1 1
Rb 0.53 -0.85 1.19
S -1.24 -4.31 2.31
P 1.54 2.81 0.57
P -0.70 -1.77 -1.97
P -1.50 1.73 0.54
Si 0.80 0.95 -1.59
O 3.40 -1.10 -0.80
O 2.10 -2.94 2.73
O 4.41 -2.81 1.19
O 3.78 -5.19 0.08
O 0.75 -0.41 3.66
O -2.03 -1.14 3.41
O -1.75 -4.72 1.02
O -2.35 -2.03 0.47
O -2.29 -3.87 3.21
N -0.08 -3.21 2.16
C -0.83 -5.86 -2.83
C 4.34 0.62 2.66
C 1.82 7.43 0.97
C 0.02 -6.35 -1.86
C -0.60 -6.77 3.70
C -1.26 4.59 3.45
C 2.61 2.15 1.93
C 1.98 -5.68 3.98
C -0.27 -5.55 3.14
C 0.81 5.41 0.15
C 4.03 3.39 -0.70
C 0.37 -7.44 4.42
C -1.06 -4.49 -2.92
C 0.44 -4.12 -1.10
C 0.99 -5.00 3.28
C 2.48 2.59 3.24
C 2.53 1.82 -1.79
C 1.26 0.65 -4.54
C -2.14 4.63 -2.32
C -3.19 1.02 0.29
C 3.69 -4.15 -0.36
C -3.87 0.54 1.42
C 1.65 -6.89 4.56
C 2.65 5.28 1.68
C -3.31 3.57 1.88
C -0.44 -3.60 -2.05
C -2.57 -0.62 -3.75
C 2.81 2.73 -0.76
C -2.03 3.04 1.76
C 3.29 2.08 4.25
C 1.35 -0.09 -5.71
C 0.86 6.79 0.19
C -3.38 -2.53 -2.54
C 0.75 0.11 -3.36
C 4.23 1.10 3.96
C -5.68 -0.21 0.04
C 0.40 -1.97 -4.58
C -5.10 -0.08 1.29
C -2.53 5.15 3.53
C 0.94 -1.42 -5.72
C 5.03 3.11 -1.62
C 3.53 1.13 1.66
C 4.81 2.14 -2.60
C -1.38 2.76 -0.98
C -3.55 4.62 2.75
C -4.59 -2.43 -3.19
C 0.28 -1.21 -3.42
C 1.07 -3.63 2.68
C -3.78 0.87 -0.96
C -1.09 4.41 -3.20
C 2.71 6.66 1.71
C -2.27 3.81 -1.21
C -0.21 3.37 -2.98
C 1.70 4.63 0.89
C -4.80 -1.43 -4.13
C -5.03 0.28 -1.08
C 3.57 1.52 -2.68
C -2.33 -1.65 -2.83
C 0.66 -5.48 -1.00
C -0.34 2.50 -1.89
C -1.03 3.54 2.58
C -3.80 -0.51 -4.39
H 5.98 3.61 -1.57
H 5.59 1.88 -3.29
H -0.05 3.07 2.54
H -1.32 -6.53 -3.52
H 3.46 7.15 2.32
H 4.87 0.72 4.74
H 0.18 -7.42 -1.76
H 0.61 3.22 -3.67
H -2.23 -2.99 0.52
H 3.19 2.45 5.26
H 4.26 -1.99 0.70
H 2.39 -7.43 5.14
H 3.65 -2.89 1.80
H -5.39 -3.13 -2.97
H 0.07 -3.00 -4.59
H 3.36 4.70 2.26
H -3.42 0.67 2.40
H 1.61 1.68 -4.56
H 2.96 -5.25 4.06
H -6.65 -0.68 -0.06
H 0.16 7.38 -0.39
H 3.42 -0.46 -1.53
H -0.46 4.98 4.07
H -3.26 1.22 -1.84
H 3.27 -1.98 -1.19
H -2.19 -2.09 3.55
H -5.48 0.20 -2.06
H -0.20 -0.64 3.73
H -2.73 5.97 4.20
H -3.95 0.29 -5.10
H 3.64 0.78 0.64
H -3.22 -3.31 -1.80
H 1.32 -5.87 -0.23
H -0.96 5.06 -4.06
H 0.06 4.92 -0.46
H 3.41 0.78 -3.46
H -1.76 -4.13 -3.67
H 1.03 -2.01 -6.63
H 5.07 -0.14 2.43
H 1.74 0.37 -6.62
H 1.16 -1.24 3.38
H -1.60 -7.17 3.58
H -4.55 5.04 2.83
H -5.61 -0.46 2.17
H 1.77 3.36 3.50
H -3.30 -1.87 0.36
H 1.88 8.51 0.99
H -2.11 -1.06 2.44
H -1.79 0.10 -3.96
H 0.93 -3.44 -0.41
H -2.84 5.43 -2.49
H -5.75 -1.35 -4.65
H 4.23 4.11 0.08
H -4.13 3.17 1.31
H 0.14 -8.38 4.89
H -3.07 4.01 -0.51
*
```

Atomic partial charges in e from the Löwdin method, atoms 1 to 8:
1. Rb 0.766
2. S 0.671
3. P 1.069
4. P 1.065
5. P 1.008
6. Si 0.582
7. O -0.089
8. O -0.043

---

Density functional theory data (wB97M-V/def2-TZVPD) for C62H57Cl16N3O2P as an isolated structure at a distorted geometry.

**Gap between HOMO and LUMO**: 6.91 eV
**Lowest unoccupied orbital energy**: -2.881 eV
**HOMO energy**: -9.795 eV

The geometry in ORCA input format:
```
! RIJCOSX wB97M-V def2-TZVPD def2/J DEFGRID3
* xyz 1 1
Cl -17.35 -3.22 -6.38
Cl 4.44 -2.93 4.21
Cl 1.89 2.43 4.99
Cl 10.36 6.14 0.85
Cl 1.51 -3.96 5.11
Cl 7.81 5.97 -1.59
Cl 2.10 1.97 -1.35
Cl -14.26 -3.65 -5.51
Cl 7.63 6.17 -4.82
Cl -9.58 -2.33 -6.66
Cl -7.19 -2.33 -4.47
Cl 13.24 7.27 -0.10
Cl 5.51 0.32 2.05
Cl 4.13 4.34 -0.51
Cl -0.62 0.45 5.70
Cl 8.17 1.86 1.03
P 2.41 -0.66 -0.56
O -3.23 -5.04 -1.19
O -4.94 -4.38 0.32
N -0.37 0.31 -0.80
N 2.34 -0.71 -2.16
N -1.09 0.55 1.30
C 2.71 1.14 8.67
C -5.12 -3.91 -2.21
C 0.68 0.75 6.80
C 6.84 2.70 1.74
C 1.75 1.59 6.50
C -5.06 -1.69 1.99
C -14.71 -2.67 -6.86
C -4.41 -0.49 2.88
C 0.47 3.95 -2.14
C 0.62 0.11 8.04
C 0.26 0.11 1.53
C 13.45 3.39 -0.96
C -16.35 -1.69 -8.33
C 7.02 3.57 -4.72
C -16.04 -2.49 -7.23
C 5.69 2.03 2.18
C 0.98 6.30 -1.96
C 11.28 3.77 0.01
C -14.01 -1.24 -8.68
C 3.31 -7.27 3.81
C -9.75 -3.06 -5.10
C -13.70 -2.04 -7.58
C 4.74 4.14 2.87
C 7.34 4.70 -3.97
C 2.76 1.78 7.44
C 12.22 2.90 -0.54
C 1.64 0.31 8.97
C -10.14 -4.27 -2.63
C -4.34 -4.51 -0.96
C 6.87 2.26 -2.70
C 6.78 2.35 -4.09
C 1.71 3.64 -1.57
C 2.21 5.99 -1.40
C 7.42 4.61 -2.58
C -4.59 -3.15 2.49
C -5.01 -4.47 -3.54
C 7.19 3.39 -1.95
C -2.82 -0.60 2.69
C 0.74 -0.06 0.07
C 4.64 2.76 2.74
C 4.56 -6.83 3.41
C 11.57 5.12 0.15
C 13.75 4.74 -0.82
C 1.00 -0.17 2.90
C 2.34 -1.05 2.78
C 6.93 4.08 1.88
C 12.81 5.61 -0.26
C -1.54 0.69 -0.05
C 2.71 -5.03 4.46
C -8.92 -3.67 -2.93
C 5.89 4.80 2.44
C -11.17 -4.26 -3.56
C -15.34 -1.07 -9.06
C -2.11 0.84 2.38
C -8.72 -3.06 -4.17
C 3.97 -4.58 4.07
C -10.97 -3.65 -4.80
C 2.38 -6.38 4.33
C 2.58 4.66 -1.20
C 0.11 5.28 -2.33
C 4.89 -5.48 3.54
C -3.94 -4.05 1.34
H -1.52 1.18 3.29
H 6.95 3.63 -5.80
H 3.60 2.42 7.21
H -3.83 -3.11 3.35
H 14.71 5.12 -1.15
H 7.83 4.60 1.55
H 2.13 -1.90 2.04
H 5.96 5.88 2.54
H -4.65 -0.58 3.98
H -12.12 -4.72 -3.33
H -6.20 -1.59 2.13
H 6.69 1.31 -2.20
H -2.85 1.62 2.00
H 3.43 0.21 -0.08
H 11.99 1.85 -0.65
H 5.87 -5.14 3.23
H 3.17 -0.36 2.40
H 1.59 -0.19 9.94
H -0.40 0.29 -1.82
H -0.21 3.16 -2.44
H 6.53 1.47 -4.67
H 3.92 4.70 3.30
H 2.48 -1.68 -2.49
H 3.50 1.29 9.39
H -5.82 -3.01 -2.07
H -2.27 -1.07 3.56
H -2.65 -1.25 1.76
H -10.29 -4.74 -1.66
H 14.18 2.72 -1.40
H -8.12 -3.68 -2.19
H -5.60 -5.39 -3.84
H -0.85 5.52 -2.78
H -4.75 -1.54 0.89
H -0.21 -0.54 8.29
H -3.57 -5.03 1.78
H 2.59 -1.43 3.83
H 2.88 6.79 -1.11
H -3.03 -3.56 0.84
H -13.22 -0.76 -9.24
H 0.69 7.34 -2.10
H 1.23 0.83 3.43
H -2.57 1.00 -0.42
H -12.66 -2.17 -7.29
H -11.78 -3.65 -5.52
H -5.53 -3.70 2.87
H 0.27 -0.78 3.55
H 7.25 3.31 -0.87
H -15.58 -0.45 -9.91
H 3.75 2.25 3.07
H -4.33 -3.99 -4.33
H -17.38 -1.55 -8.63
H 2.63 -1.98 -0.02
H 10.32 3.38 0.33
H 5.28 -7.52 3.00
H 3.05 -8.32 3.71
H -4.85 0.47 2.44
H 1.40 -6.73 4.64
*
```

Atomic partial charges in e from the Löwdin method, atoms 1 to 8:
1. Cl 0.681
2. Cl 0.721
3. Cl 0.745
4. Cl 0.662
5. Cl 0.677
6. Cl 0.671
7. Cl 0.766
8. Cl 0.719